Formula: C36H46BaN3O7S
Source: the OMol25 dataset
Level of theory: wB97M-V/def2-TZVPD

Results
- HOMO-LUMO gap: 5.45 eV
- Energy: -2514.22834 hartree
- HOMO energy: -4.08 eV
- Net charge: -1
- Molar mass: 802.17 g mol⁻¹
- Energy above the lowest of the compared OMol25 structures with the same formula, charge and spin: 0.332 eV

Geometry as XYZ:
```
94
Properties=species:S:1:pos:R:3:forces:R:3
Ba -0.902 0.216 -0.292 0.973 -0.143 0.123
C 2.396 0.571 -0.311 -0.111 -0.035 -0.093
C 2.216 0.266 1.058 -0.051 0.063 0.085
C 1.636 -1.043 1.116 -0.122 -0.108 0.028
C 1.528 -1.507 -0.223 -0.044 0.030 -0.050
C 1.988 -0.515 -1.104 -0.011 -0.064 -0.157
C 2.131 -0.602 -2.614 -0.096 -0.055 0.008
C 1.286 0.480 -3.304 0.022 0.002 0.009
C 3.600 -0.400 -3.005 0.023 -0.002 -0.021
C 1.670 -1.969 -3.125 0.012 0.010 0.008
C 1.126 -1.887 2.293 0.034 0.011 0.015
C 2.196 -2.147 3.363 -0.005 -0.038 0.027
C 0.687 -3.279 1.811 0.010 -0.012 -0.006
C -0.113 -1.243 2.944 0.059 0.050 -0.014
C 2.866 1.151 2.132 -0.045 0.018 0.010
C 2.029 1.373 3.400 0.044 0.009 -0.031
C 3.142 2.558 1.580 -0.039 -0.005 -0.029
C 4.241 0.563 2.500 0.015 0.025 0.021
H 2.855 1.472 -0.697 -0.039 0.000 0.023
H 1.099 -2.452 -0.524 0.062 -0.024 0.013
H 1.532 1.470 -2.912 -0.013 -0.005 -0.009
H 0.218 0.294 -3.155 0.002 0.003 -0.007
H 1.459 0.486 -4.386 0.004 0.005 0.018
H 3.956 0.582 -2.686 -0.003 -0.009 0.000
H 3.731 -0.478 -4.090 0.001 0.002 0.020
H 4.226 -1.154 -2.523 -0.005 0.010 -0.003
H 0.615 -2.133 -2.893 0.025 -0.009 -0.017
H 2.254 -2.771 -2.667 -0.007 0.006 -0.010
H 1.791 -2.031 -4.211 0.000 0.008 0.015
H 3.085 -2.583 2.902 0.001 -0.005 0.002
H 1.813 -2.856 4.106 0.014 0.014 -0.016
H 2.499 -1.251 3.896 0.035 -0.024 -0.011
H 1.527 -3.825 1.374 -0.018 0.022 0.000
H -0.113 -3.224 1.073 -0.003 0.011 0.002
H 0.319 -3.854 2.667 0.001 0.009 -0.015
H 0.042 -0.198 3.206 0.013 -0.056 0.002
H -0.411 -1.789 3.845 -0.015 0.005 -0.006
H -0.963 -1.286 2.256 -0.097 -0.087 -0.039
H 1.069 1.822 3.141 0.000 0.006 0.008
H 2.561 2.058 4.069 -0.010 0.002 -0.013
H 1.848 0.460 3.960 -0.023 0.052 -0.012
H 2.220 3.026 1.240 0.039 -0.005 0.005
H 3.854 2.541 0.753 -0.018 -0.003 0.018
H 3.571 3.179 2.371 0.002 0.002 0.001
H 4.166 -0.437 2.919 -0.016 -0.033 0.014
H 4.749 1.206 3.229 -0.008 -0.015 -0.010
H 4.862 0.499 1.604 -0.011 0.001 0.013
O -1.811 -2.395 -0.435 -0.207 -0.358 0.262
C -2.022 -2.341 -1.670 0.209 0.312 0.274
O -1.790 -1.331 -2.370 -0.123 0.141 -0.509
C -2.582 -3.569 -2.352 0.012 -0.060 0.003
C -2.851 -4.713 -1.608 0.011 0.012 -0.061
C -3.365 -5.840 -2.225 0.000 -0.056 0.102
C -3.598 -5.799 -3.588 0.025 0.098 0.049
C -3.332 -4.675 -4.350 -0.018 0.013 -0.095
C -2.820 -3.554 -3.721 -0.026 -0.046 0.019
N -4.144 -6.991 -4.248 0.045 -0.056 -0.025
O -4.366 -7.970 -3.561 -0.039 -0.014 -0.035
O -4.340 -6.938 -5.447 -0.039 -0.037 -0.007
H -2.641 -4.702 -0.548 -0.003 0.022 0.000
H -3.582 -6.741 -1.670 0.000 0.003 -0.015
H -3.525 -4.694 -5.413 0.001 0.007 0.004
H -2.596 -2.654 -4.275 0.013 0.016 0.015
N -7.454 0.133 2.296 -0.002 -0.005 -0.014
C -6.176 0.148 1.768 0.044 0.006 -0.016
C -5.461 -1.034 1.571 -0.032 0.051 0.018
C -4.175 -0.964 1.075 0.035 -0.026 -0.026
N -3.560 0.183 0.771 -0.118 0.045 0.077
C -4.244 1.314 0.973 0.103 0.034 -0.010
C -5.535 1.349 1.460 -0.054 -0.043 0.020
H -7.963 -0.729 2.196 0.001 0.005 0.004
H -8.013 0.952 2.122 0.004 -0.003 0.005
H -5.904 -1.995 1.802 0.012 0.002 -0.007
H -3.593 -1.863 0.896 -0.053 0.004 0.008
H -3.726 2.240 0.739 -0.042 -0.012 0.020
H -6.035 2.299 1.604 0.017 0.000 -0.001
C 3.936 6.860 -0.188 -0.013 -0.001 -0.007
C 2.688 6.031 -0.040 -0.008 -0.001 0.030
C 2.332 5.106 -1.017 0.003 0.013 -0.006
C 1.186 4.339 -0.887 -0.011 -0.014 -0.009
C 0.381 4.494 0.230 0.053 0.039 0.007
C 0.709 5.421 1.208 -0.069 -0.054 -0.012
C 1.858 6.181 1.069 0.036 0.024 -0.006
S -1.003 3.421 0.478 -0.021 -0.052 0.416
O -2.066 4.219 1.047 0.046 0.015 -0.018
O -1.302 2.865 -0.847 -0.179 -0.106 -0.268
O -0.521 2.345 1.367 -0.250 0.414 -0.115
H 4.747 6.272 -0.618 -0.003 0.009 0.004
H 4.268 7.247 0.775 0.001 -0.002 -0.004
H 3.761 7.714 -0.848 0.008 -0.005 0.004
H 2.971 4.973 -1.883 -0.008 -0.003 0.002
H 0.912 3.607 -1.636 0.023 0.013 0.001
H 0.062 5.527 2.070 0.039 0.024 0.000
H 2.126 6.896 1.839 -0.005 -0.004 -0.002
```
Positions in Å, forces in eV/Å.